A 2-piece molecular cluster, C3H5NO overall, computed with wB97M-V/def2-TZVPD.

Its energy above the lowest of the compared OMol25 structures with the same formula, charge and spin is 232.3 kJ/mol. The HOMO energy comes out at -9.23 eV. The value obtained for the LUMO energy is 0.61 eV. The SMILES is C=C=N.C=O.

Geometry (Å):
C1 1.19766 1.25465 0.57078
C2 0.00887 0.90357 0.99228
N1 -1.12727 0.65407 1.39314
H1 1.29998 1.69678 -0.41437
H2 2.09230 1.06079 1.15422
H3 -1.47653 -0.27835 1.16191
C3 -0.50294 -1.32457 -1.21169
O1 0.53677 -0.97034 -1.70055
H4 -0.55863 -2.12984 -0.45143
H5 -1.47021 -0.86677 -1.49428

natural (NBO) population analysis, charges in e, atoms 1 to 5: -0.639 0.420 -0.644 0.253 0.247